1.
Density functional theory data (wB97M-V/def2-TZVPD) for a cluster of 9 separate species, C38H37N9O10 in total.

```
94
Properties=species:S:1:pos:R:3:mulliken_charge:R:1
O -3.23650 -4.70123 7.42768 -0.55
O 7.10825 0.55605 3.09988 -0.59
O 5.65665 -0.82455 2.45902 -0.58
O 1.24609 9.12781 -7.45261 -0.56
O -5.72384 -3.90930 -0.90810 -0.54
O 2.93433 1.72900 4.72573 -0.59
O -1.84222 -3.60280 6.08316 -0.53
O 2.24022 8.25554 -9.05676 -0.53
O 1.92148 1.69409 2.88768 -0.58
O -4.31176 -4.94012 -2.10263 -0.53
N 0.15024 0.37455 -1.47887 -0.42
N 6.33888 0.18518 2.26155 1.01
N -1.40022 0.55868 -7.88591 -0.38
N -2.98966 -3.91196 6.48613 0.86
N 2.23011 -4.73231 1.01835 -0.42
N 2.69885 2.23269 3.66078 1.02
N -4.91081 3.29195 0.29829 -0.39
N -5.07351 -4.94689 -1.12370 0.87
N 1.65315 8.10330 -7.99141 0.85
C 7.17334 1.84948 0.61929 -0.14
C -4.33746 -8.38799 0.40641 -0.50
C 1.82392 4.35323 -7.43394 -0.43
C 3.12923 4.05188 2.04231 0.10
C 6.10239 2.26658 -1.44679 -0.17
C 4.79166 5.45178 3.70165 -0.62
C -2.40545 0.18049 -5.50999 -0.66
C -1.91107 0.40466 -6.86009 0.31
C 7.06562 2.65877 -0.51645 -0.69
C -5.07835 -2.03362 3.96363 -0.60
C 1.80185 5.50323 -5.32831 -0.47
C -5.17420 -6.16955 -0.25458 0.12
C -1.05605 -1.62491 -0.17450 -0.69
C -3.99071 -2.44043 4.72666 -0.24
C 4.51134 5.90328 2.43981 -0.25
C -6.54796 -7.71145 1.14431 -0.66
C 1.63288 6.72229 -7.34508 0.30
C 5.25577 1.16614 -1.25707 -0.67
C 1.63780 6.71283 -5.95387 -0.33
C -5.31630 -4.12479 5.74401 -0.12
C 2.18121 -5.38708 2.00979 0.30
C -4.11812 -3.41317 5.69456 0.00
C -6.27766 -2.72203 4.04771 -0.36
C -0.37516 -0.50541 -0.92400 0.31
C 3.29956 3.56001 3.30233 -0.37
C -3.75349 3.47576 0.10411 0.33
C -6.37356 -3.79852 4.91251 -0.52
C -2.31319 3.76256 -0.11384 -0.74
C 3.74544 5.21520 1.61302 -0.69
C 4.18342 4.25566 4.13356 -0.18
C -5.50975 -8.66611 1.14187 -0.31
C 5.30995 0.47756 -0.03376 -0.18
C 2.08786 -6.21679 3.28589 -0.60
C 1.83060 4.31236 -6.00458 -0.44
C 1.81438 5.53174 -8.07374 -0.36
C 6.26934 0.85075 0.94965 -0.07
C -4.16743 -7.15827 -0.20254 -0.23
C -6.31779 -6.51362 0.48144 -0.12
H -3.28059 -6.98876 -0.79514 0.38
H -2.07846 -0.80919 -5.19107 0.24
H -7.12106 -5.80892 0.32476 0.37
H 1.79995 3.40831 -5.41452 0.45
H -0.46459 -1.93212 0.68801 0.28
H -2.09704 3.92469 -1.16982 0.25
H 6.00158 2.83710 -2.35824 0.38
H -5.48772 -5.00399 6.34735 0.38
H -7.33816 -4.26932 5.03203 0.39
H 4.49011 -0.19260 0.17872 0.47
H 4.53827 1.04135 -2.05459 0.39
H 1.23956 -5.82857 3.84960 0.21
H 1.96393 -7.27815 3.07083 0.26
H 2.53430 3.51385 1.31914 0.53
H -7.53265 -7.87316 1.55740 0.38
H -2.02786 -1.25174 0.14865 0.24
H 4.48880 3.91552 5.11206 0.42
H 1.59093 5.46335 -4.26986 0.32
H 1.96012 3.41876 -7.95799 0.37
H -1.59145 3.23327 0.50829 0.28
H 5.37896 5.99970 4.42363 0.41
H -5.01091 -1.22815 3.24733 0.41
H 4.93330 6.85356 2.14773 0.37
H -3.49366 0.23940 -5.53091 0.26
H -5.66828 -9.57695 1.70011 0.38
H 7.79507 3.41207 -0.77501 0.43
H -2.97803 -2.09205 4.58699 0.46
H -3.58084 -9.15461 0.32750 0.38
H -1.98754 0.89514 -4.80096 0.23
H -1.11088 -2.53734 -0.76827 0.28
H 7.92658 2.09182 1.35434 0.40
H -7.14914 -2.35019 3.52938 0.42
H 2.05947 5.63807 -9.12018 0.41
H 3.61640 5.56688 0.60007 0.41
H 1.51513 7.66534 -5.45982 0.42
H -2.14876 4.74649 0.32543 0.27
H 3.00133 -6.02070 3.84734 0.25
```

HOMO (eV): -10.1378
DFT total energy (eV): -73873.6810
LUMO energy (eV): -1.02
SMILES string: O=[N+]([O-])c1ccccc1.O=[N+]([O-])c1ccccc1.O=[N+]([O-])c1ccccc1.O=[N+]([O-])c1ccccc1.O=[N+]([O-])c1ccccc1.CC#N.CC#N.CC#N.CC#N
Total charge: 0
ΔE to the lowest compared entry with this formula, charge and spin (kcal/mol): 92.29
HOMO-LUMO gap (eV): 9.11

=====

2.
Density functional theory data (wB97M-V/def2-TZVPD) for an isolated molecule of C4H4N2.

```
10
Properties=species:S:1:pos:R:3:nbo_charge:R:1
N -1.70628 -1.72298 0.15005 -0.61
N 3.37651 -1.02087 -0.04679 -0.32
C -0.96599 -0.86463 -0.27659 0.44
C 2.38368 -0.45998 0.02451 0.28
C -0.02098 -0.09448 -0.72513 -0.44
C 1.15212 0.30109 0.16699 -0.51
H -0.01612 0.26023 -1.74372 0.25
H 0.85329 0.21294 1.21673 0.25
H -2.57683 -1.52678 0.62597 0.39
H 1.40557 1.34489 -0.03841 0.25
```

HOMO (eV): -9.4197
DFT total energy (eV): -7191.1669
LUMO energy (eV): 0.64
SMILES string: N#CCC=C=N
Total charge: 0
ΔE to the lowest compared entry with this formula, charge and spin (kcal/mol): 35.09
HOMO-LUMO gap (eV): 10.06

=====

3.
Density functional theory data (wB97M-V/def2-TZVPD) for an isolated molecule of C6H7ClN2O2.

```
18
Properties=species:S:1:pos:R:3:nbo_charge:R:1
Cl -3.57300 -1.20981 0.05574 0.20
O 2.24549 -1.64817 -1.47285 -0.59
O 2.88146 -1.09615 0.62350 -0.66
N 0.74606 -0.16299 1.51374 -0.85
N -0.31863 -1.48654 -0.10285 -0.49
C 2.00873 -1.10638 -0.36427 0.78
C -2.03946 1.16969 -0.39491 -0.37
C 0.64547 -0.41173 -0.01480 0.03
C -0.71544 1.54995 -0.75407 -0.19
C -2.51273 -0.04566 -0.18595 0.02
C 0.39953 0.82151 -0.72523 -0.18
H 2.43944 -0.75072 1.43825 0.52
H 0.11808 -0.85778 1.78640 0.39
H 0.30058 0.77437 1.66596 0.38
H 1.34718 1.39679 -0.94339 0.23
H -2.62087 2.10256 -0.05104 0.22
H -0.75230 2.62797 -0.99207 0.22
H -0.59960 -1.66692 -1.08217 0.35
```

HOMO (alpha / beta) (eV): -9.2154 / -8.6008
DFT total energy (eV): -25927.5931
LUMO energy (alpha / beta) (eV): -0.51 / -0.87
Total charge: 0
ΔE to the lowest compared entry with this formula, charge and spin (kcal/mol): 122.76
HOMO-LUMO gap (alpha / beta) (eV): 8.70 / 7.73

=====

4.
Density functional theory data (wB97M-V/def2-TZVPD) for a structure of composition C3H5NO2.

```
11
Properties=species:S:1:pos:R:3:nbo_charge:R:1
O -1.47041 0.59785 0.56595 -0.49
O 0.23527 1.93037 -0.31095 -0.54
N 1.74455 0.39479 0.60894 -0.63
C -0.38975 0.90224 -0.24561 0.71
C -0.21622 -0.45113 -0.70965 -0.15
C -1.39596 -0.79275 0.14238 -0.14
H -1.18590 -1.44622 0.99035 0.20
H 2.57485 0.46267 1.23537 0.31
H 2.17945 0.42494 -0.32109 0.30
H -2.30837 -1.12088 -0.37177 0.20
H 0.23249 -0.90188 -1.58392 0.21
```

HOMO (alpha / beta) (eV): -9.2466 / -10.1937
DFT total energy (eV): -8772.1215
LUMO energy (alpha / beta) (eV): -0.52 / -0.99
Total charge: 0
ΔE to the lowest compared entry with this formula, charge and spin (kcal/mol): 128.52
HOMO-LUMO gap (alpha / beta) (eV): 8.73 / 9.20

=====

5.
Density functional theory data (wB97M-V/def2-TZVPD) for a structure of composition C25H43F3O3OsP2S.

```
78
Properties=species:S:1:pos:R:3:mulliken_charge:R:1
Os -0.96809 0.53530 -1.70158 -0.33
S 4.99959 -2.29614 1.16803 1.11
P -1.83229 2.44362 -1.94810 1.48
P -0.14219 3.67635 1.19673 0.91
F 5.19804 -4.92339 0.84527 -0.21
F 3.73048 -4.28107 2.36771 -0.19
F 5.89345 -4.21564 2.81901 -0.20
O 6.19483 -2.26607 0.33894 -0.41
O 4.97158 -1.45374 2.35302 -0.45
O 3.74540 -2.24021 0.38902 -0.66
C -1.79659 -0.63517 1.49439 -0.15
C -0.08149 1.03167 0.63190 1.04
C 1.29938 0.77930 1.32088 -0.98
C -2.60765 -1.98509 -2.60856 -1.60
C -1.51393 -0.42465 2.93992 -1.04
C 0.03350 -1.14535 -3.88013 -1.04
C 2.15125 -2.58392 -2.18613 -1.61
C -0.48417 4.01860 2.96025 -1.31
C 0.90865 -2.02129 -1.63693 0.37
C 1.55060 -0.61561 1.72698 0.56
C 1.52093 4.40211 1.00148 -1.26
C -1.35605 4.16254 -1.26514 -1.51
C -1.36460 4.57011 0.24112 -0.91
C 0.96987 -3.77597 0.23454 -1.62
C -3.57564 2.59812 -1.40437 -1.48
C -0.26381 -1.11211 3.50869 -1.30
C -1.91714 3.22660 -3.62555 -1.35
C 0.31587 -2.70022 -0.56218 1.26
C -0.08727 -1.25145 -2.40053 0.53
C 4.97240 -4.04361 1.85150 0.75
C -1.42288 -1.62080 -1.76850 0.78
C -1.92470 -3.29222 0.27115 -1.84
C -1.14968 0.02630 0.51773 -0.93
C 0.91253 -1.36359 2.62274 -0.31
C -1.06127 -2.48470 -0.59464 0.45
H 2.55112 -2.03576 -3.03693 0.56
H -2.53623 4.14086 -3.60775 0.48
H -3.95440 3.60865 -1.62521 0.44
H -2.34637 2.56236 -4.38654 0.44
H -0.35882 4.42135 -1.68423 0.53
H -1.58598 -3.19528 1.31040 0.46
H 2.07547 0.99943 0.55295 0.37
H -2.35396 4.42044 0.71374 0.57
H 2.37164 -1.11596 1.21401 -0.41
H 0.02488 -0.54295 4.40556 0.44
H -0.49856 -1.98813 -4.32923 0.28
H -0.90531 3.51998 -3.94857 0.42
H 1.99873 -3.48854 0.48574 -0.17
H 2.93628 -2.66574 -1.39942 -0.02
H -2.16564 0.26173 -0.52492 -0.36
H -0.08466 3.20381 3.58239 0.40
H -3.41821 -2.44107 -2.04349 0.42
H -0.01428 4.96216 3.27766 0.45
H -0.39855 -0.18285 -4.18697 0.29
H -3.04699 -1.12794 -3.13142 0.29
H -2.28406 -2.72946 -3.35271 0.43
H -3.62639 2.43803 -0.31775 0.37
H 2.27121 3.69651 1.38221 0.40
H -1.47213 0.65705 3.13361 0.34
H 0.19581 1.40297 -0.41841 0.31
H -1.56492 4.08602 3.13402 0.40
H 0.43457 -4.00156 1.15397 0.42
H -1.11328 5.63759 0.38535 0.45
H -0.58841 1.88406 1.18219 -0.27
H -4.21464 1.86539 -1.91384 0.43
H 1.04077 -4.69709 -0.36797 0.49
H 1.38314 1.49317 2.15705 0.53
H -2.67942 -1.22668 1.23080 0.71
H 1.73303 4.59861 -0.05221 0.39
H -2.97681 -3.01455 0.19691 0.42
H 1.06841 -1.22217 -4.22206 0.45
H 1.47884 -2.22188 2.97031 0.48
H -2.04214 4.90639 -1.71857 0.62
H -0.54211 -2.05332 3.99100 0.44
H 1.61244 5.33266 1.57459 0.47
H -2.36783 -0.86900 3.45688 0.48
H -1.82699 -4.36943 0.05073 0.45
H 1.97188 -3.64847 -2.49252 0.40
```

HOMO (alpha / beta) (eV): -12.6830 / -13.3371
Multiplicity: 5
DFT total energy (eV): -72771.1269
LUMO energy (alpha / beta) (eV): -6.87 / -9.88
Total charge: +2
ΔE to the lowest compared entry with this formula, charge and spin (kcal/mol): 139.66
HOMO-LUMO gap (alpha / beta) (eV): 5.81 / 3.46

=====

6.
Density functional theory data (wB97M-V/def2-TZVPD) for a cluster of 2 separate species, C4H9O3 in total.

```
16
Properties=species:S:1:pos:R:3:nbo_charge:R:1
O 1.35748 0.60864 0.87286 -0.79
O 1.69782 0.41380 -1.76558 -0.80
O -0.39080 1.07304 -2.28813 -0.77
C -0.72973 -0.46509 1.48020 -0.41
C -0.70011 -1.45750 0.32631 -0.62
C -0.00145 0.83653 1.13506 -0.07
C 0.80011 0.84069 -2.52973 0.64
H 1.12038 1.02579 -3.58675 0.00
H -1.23254 -1.07772 -0.54089 0.22
H -1.14149 -2.40451 0.63077 0.18
H -0.09186 1.54229 1.97704 0.13
H 0.32834 -1.64152 0.01796 0.22
H 1.48433 0.59129 -0.11082 0.51
H -1.76194 -0.24916 1.76150 0.17
H -0.50017 1.27635 0.26836 0.19
H -0.23837 -0.91291 2.35184 0.18
```

HOMO (eV): -4.6486
DFT total energy (eV): -10438.2358
LUMO energy (eV): 4.17
Total charge: -1
ΔE to the lowest compared entry with this formula, charge and spin (kcal/mol): 5.30
HOMO-LUMO gap (eV): 8.82